[1]
This record from the Open Molecules 2025 dataset describes a structure of composition C11H15ClNO3SV2 in a non-equilibrium geometry. The level of theory is ωB97M-V with the def2-TZVPD basis set.

```
34
Properties=species:S:1:pos:R:3:nbo_charge:R:1
V 0.682 -0.898 -0.277 1.63
V -0.282 -3.708 -0.991 1.17
Cl -1.656 -2.546 -2.319 -0.39
S -0.604 3.201 3.340 2.28
O -1.882 3.544 3.931 -0.91
O -0.191 0.127 1.236 -0.80
O 0.586 3.716 3.979 -0.91
N -0.503 1.600 2.991 -0.79
C -0.637 2.696 -0.599 -0.18
C 1.776 0.102 -1.800 -1.09
C 1.301 -2.886 0.036 -1.19
C -0.544 5.119 -0.281 -0.19
C -1.222 -4.512 0.552 -0.97
C -0.594 2.532 0.802 -0.18
C -0.432 1.307 1.670 0.63
C -0.599 3.653 1.613 -0.20
C -0.586 3.995 -1.134 -0.21
C -0.581 4.957 1.120 -0.20
C 0.601 -5.090 -2.080 -0.97
H 1.789 1.154 -1.462 0.24
H 2.327 -2.689 -0.373 0.23
H 2.748 -0.413 -1.701 0.22
H 1.289 -0.037 -2.780 0.23
H -0.977 -5.578 0.683 0.24
H -0.908 -3.965 1.455 0.23
H -0.710 1.817 -1.245 0.21
H 1.622 -4.759 -2.316 0.25
H -0.570 4.147 -2.214 0.22
H 0.659 -6.055 -1.552 0.24
H -2.313 -4.416 0.438 0.24
H -0.494 6.128 -0.696 0.22
H 1.428 -2.785 1.172 0.24
H -0.579 5.782 1.825 0.24
H 0.057 -5.240 -3.025 0.24
```

Its max |F| is 0.070 Eh/bohr. The HOMO energy (spin up / spin down) comes out at -9.330 / -9.393 eV. For the orbital gap (spin up / spin down), the calculation gives 0.2759 / 0.2966 Eh. As for the expectation value of S²: 3.85. Its spin multiplicity is 4. Its energy is -3454.83997 Ha. The charge is 0.


[2]
This record from the Open Molecules 2025 dataset describes a cluster of 2 separate species, C3H10N4 in total in a non-equilibrium geometry. The level of theory is ωB97M-V with the def2-TZVPD basis set.

```
17
Properties=species:S:1:pos:R:3:nbo_charge:R:1
N 0.741 0.284 0.357 -0.08
N -1.449 0.222 -0.040 -0.15
N 0.373 1.517 0.342 0.03
N 3.301 -0.395 0.149 -1.10
C -2.718 -0.195 -0.429 -0.52
C -0.320 -0.602 0.252 -0.14
C -0.976 1.470 0.097 0.30
H -3.251 0.743 -0.824 0.29
H 1.819 0.136 0.395 0.48
H -0.512 -1.192 1.090 0.34
H -3.475 -0.435 0.373 0.32
H -1.605 2.376 -0.092 0.31
H 4.055 0.260 0.220 0.42
H -0.135 -1.284 -0.576 0.33
H 3.575 -1.224 0.733 0.43
H -2.848 -1.127 -1.051 0.31
H 3.424 -0.554 -0.997 0.42
```

Its max |F| is 0.098 Eh/bohr. The HOMO energy comes out at -19.674 eV. For the orbital gap, the calculation gives 0.2755 Eh. Its energy above the lowest of the compared OMol25 structures with the same formula, charge and spin is 102.7 kcal per mole. Its energy is -338.55140 Ha. The charge is +2.